The following is a DFT calculation (ωB97M-V/def2-TZVPD) of a molecular structure, C27H37O2Rh in a non-equilibrium geometry.

2S+1 = 5
total charge = -2
expectation value of S² = 6.031
HOMO-LUMO gap (spin up / spin down) = 2.42 / 4.90 eV
HOMO (spin up / spin down) = 2.54 / -1.16 eV
electronic energy = -1311.70902 Eh
LUMO level (spin up / spin down) = 4.962 / 3.743 eV

The geometry in XYZ format:
```
67
C27H37O2Rh | the Open Molecules 2025 dataset | ωB97M-V/def2-TZVPD
Rh -0.91 0.71 -0.60
C 2.68 1.13 0.27
C 3.04 0.36 -0.87
C 2.79 1.15 -2.03
H 3.47 -0.64 -0.84
C 2.24 2.39 -1.61
C 2.19 2.39 -0.18
H 1.88 3.22 0.46
H 2.81 0.82 1.31
H 3.02 0.86 -3.05
H 1.94 3.21 -2.26
C -2.71 1.26 -0.02
C -1.68 2.20 0.43
C -1.03 2.70 -0.77
H -1.47 2.50 1.46
C -1.63 2.08 -1.89
C -2.65 1.21 -1.45
H -3.32 0.63 -2.07
H -3.39 0.71 0.65
H -0.22 3.43 -0.78
H -1.38 2.31 -2.93
O 0.85 -1.82 -0.73
C -0.28 0.22 -5.17
C 0.41 -0.94 -4.92
C 0.50 1.51 -5.09
C -1.78 0.17 -5.04
C 0.89 -1.94 -1.95
H 1.45 -0.85 -4.58
H -0.17 -1.80 -4.59
H 0.05 -2.45 -2.47
H 1.78 -1.50 -2.42
H 0.54 2.07 -6.04
H 1.54 1.33 -4.73
H 0.02 2.15 -4.32
H -2.30 0.14 -6.00
H -2.11 1.03 -4.46
H -2.07 -0.72 -4.47
C -0.59 2.50 3.74
C 0.42 1.53 3.15
C 1.82 1.80 3.69
C -0.02 0.07 3.35
C -0.30 -0.42 4.62
C -0.66 -1.77 4.78
C -0.75 -2.61 3.67
C -0.49 -2.15 2.39
C -0.59 -3.15 1.22
C 0.56 -4.17 1.22
C -1.94 -3.85 1.14
C -0.12 -0.77 2.20
O 0.20 -0.28 1.05
H -0.57 2.43 4.83
H -1.60 2.26 3.39
H -0.36 3.53 3.44
H 0.46 1.70 2.06
H 1.81 1.70 4.78
H 2.53 1.07 3.28
H 2.15 2.80 3.42
H -0.23 0.24 5.49
H -0.88 -2.16 5.78
H -1.02 -3.66 3.81
H -0.53 -2.58 0.30
H 0.52 -4.80 2.12
H 0.50 -4.82 0.34
H 1.52 -3.65 1.20
H -2.72 -3.09 1.07
H -1.98 -4.46 0.23
H -2.10 -4.48 2.01
```



The following is a DFT calculation (ωB97M-V/def2-TZVPD) of 5 unconnected molecules or ions with the total composition C27H38BBrClN4O13 in a non-equilibrium geometry.

total charge = +1
HOMO-LUMO gap = 9.57 eV
HOMO = -12.37 eV
electronic energy = -5307.76963 Eh
LUMO level = -2.800 eV

The geometry in XYZ format:
```
85
C27H38BBrClN4O13 | the Open Molecules 2025 dataset | ωB97M-V/def2-TZVPD
C 1.61 1.20 -3.88
C 2.12 1.87 -2.62
Br 2.25 3.79 -2.76
C 3.44 1.26 -2.07
N 3.09 -0.02 -1.44
C 3.24 -1.25 -2.02
C 2.77 -2.15 -1.14
Cl 2.63 -3.83 -1.26
N 2.37 -1.43 -0.04
C 1.77 -1.85 1.19
C 2.50 -2.32 2.27
C 1.84 -2.65 3.42
N 0.52 -2.62 3.64
C -0.13 -2.20 2.55
C 0.40 -1.80 1.36
C 2.58 -0.12 -0.22
B 2.26 1.04 0.84
N 3.27 1.54 1.77
O 0.98 1.53 0.85
H 1.76 0.11 -3.87
H 2.14 1.58 -4.76
H 0.55 1.37 -4.01
H 1.37 1.68 -1.85
H 3.86 1.95 -1.34
H 4.10 1.11 -2.92
H 3.65 -1.43 -2.99
H 3.58 -2.38 2.22
H 2.44 -3.00 4.25
H -1.20 -2.18 2.64
H -0.24 -1.45 0.56
H 2.80 1.65 2.67
H 3.54 2.49 1.52
H 1.06 2.50 0.91
C -5.11 2.13 2.46
C -4.08 1.10 2.87
C -2.87 1.03 1.98
O -2.44 -0.33 2.18
C -3.55 -1.05 2.50
O -3.58 -2.24 2.55
O -4.60 -0.24 2.75
H -6.04 1.97 2.99
H -4.75 3.14 2.67
H -5.33 2.06 1.39
H -3.80 1.26 3.92
H -2.08 1.72 2.27
H -3.10 1.16 0.92
C 5.79 3.67 -8.49
C 5.26 2.80 -7.38
C 4.11 3.39 -6.60
O 4.25 2.74 -5.33
C 5.56 2.43 -5.18
O 6.04 2.03 -4.16
O 6.24 2.62 -6.33
H 6.75 3.29 -8.84
H 5.09 3.70 -9.33
H 5.96 4.69 -8.14
H 5.00 1.81 -7.77
H 3.14 3.19 -7.04
H 4.21 4.47 -6.44
C -7.10 2.85 6.78
C -6.13 3.91 6.31
C -6.46 5.31 6.75
O -5.85 6.10 5.72
C -5.84 5.35 4.60
O -5.57 5.75 3.51
O -6.18 4.06 4.87
H -6.94 1.92 6.23
H -6.97 2.66 7.84
H -8.13 3.16 6.60
H -5.11 3.63 6.58
H -6.04 5.56 7.73
H -7.53 5.52 6.76
C 1.14 -6.71 -0.98
C -0.21 -7.38 -0.99
C -0.27 -8.72 -0.30
O -1.35 -9.36 -0.98
C -1.41 -8.83 -2.23
O -2.06 -9.26 -3.12
O -0.60 -7.74 -2.33
H 1.15 -5.88 -1.69
H 1.37 -6.32 0.02
H 1.92 -7.40 -1.27
H -0.98 -6.70 -0.60
H -0.47 -8.64 0.77
H 0.64 -9.31 -0.45
```



The following is a DFT calculation (ωB97M-V/def2-TZVPD) of a molecular structure, C27H38BFeN9OSSi in a non-equilibrium geometry.

2S+1 = 6
total charge = -1
expectation value of S² = 8.780
HOMO-LUMO gap (spin up / spin down) = 4.37 / 6.58 eV
energy above the lowest of the compared OMol25 structures with the same formula, charge and spin = 34.7 kcal per mole
HOMO (spin up / spin down) = -1.84 / -4.04 eV
electronic energy = -3596.07257 Eh
LUMO level (spin up / spin down) = 2.537 / 2.533 eV

The geometry in XYZ format:
```
79
C27H38BFeN9OSSi | the Open Molecules 2025 dataset | ωB97M-V/def2-TZVPD
Fe 0.51 0.86 -0.43
C -2.03 2.40 -3.48
C -2.47 2.05 -2.11
C -3.79 1.77 -1.71
C -3.72 1.55 -0.36
N -2.43 1.70 0.02
N -1.66 1.99 -1.05
B -1.97 1.84 1.48
N -1.40 0.54 2.08
C -1.71 -0.04 3.26
C -0.67 -0.86 3.63
C 0.28 -0.73 2.61
C 1.64 -1.32 2.55
N -0.18 0.11 1.68
N -0.82 2.87 1.59
C -0.53 3.64 2.65
C 0.65 4.30 2.39
C 1.04 3.86 1.12
C 2.18 4.25 0.25
N 0.15 2.97 0.67
N -3.19 2.28 2.28
C -3.70 3.52 2.45
C -4.92 3.40 3.08
C -5.09 2.02 3.24
C -6.22 1.24 3.85
N -4.05 1.37 2.74
H -2.86 2.85 -4.03
H -1.20 3.10 -3.43
H -1.68 1.52 -4.01
H -4.65 1.73 -2.35
H -4.50 1.33 0.34
H -2.65 0.13 3.73
H -0.59 -1.47 4.51
H 1.68 -2.24 3.13
H 1.93 -1.51 1.52
H 2.36 -0.62 2.96
H -1.16 3.66 3.52
H 1.15 5.01 3.03
H 2.18 5.33 0.07
H 3.13 3.99 0.71
H 2.10 3.72 -0.69
H -3.17 4.39 2.13
H -5.58 4.19 3.39
H -6.74 1.83 4.60
H -6.93 0.93 3.08
H -5.82 0.34 4.31
C 3.34 -5.75 -0.35
Si 3.98 -3.96 -0.66
C 5.70 -4.18 -1.49
C 4.29 -3.18 1.05
C 2.75 -3.19 -1.86
C 2.37 -4.01 -2.96
C 1.50 -3.53 -3.93
C 0.88 -2.33 -3.75
N 1.12 -1.59 -2.59
C 2.15 -1.95 -1.74
S 2.69 -0.69 -0.67
H 3.87 -6.24 0.46
H 3.46 -6.36 -1.24
H 2.28 -5.75 -0.11
H 6.35 -4.81 -0.88
H 6.20 -3.22 -1.62
H 5.61 -4.64 -2.46
H 5.25 -3.48 1.45
H 3.52 -3.47 1.76
H 4.28 -2.10 0.99
H 2.84 -4.97 -3.10
H 1.32 -4.10 -4.84
H 0.22 -1.87 -4.47
C 1.43 1.05 -3.46
O 0.17 0.51 -3.16
C 0.17 -0.58 -2.19
C -1.24 -1.15 -2.13
H 1.98 0.42 -4.18
H 2.06 1.17 -2.56
H 1.26 2.03 -3.92
H -1.62 -1.36 -3.14
H -1.91 -0.46 -1.64
H -1.21 -2.08 -1.57
```



The following is a DFT calculation (ωB97M-V/def2-TZVPD) of a molecular structure, C27H38ClFeN4OP2Se in a non-equilibrium geometry.

2S+1 = 5
total charge = +1
expectation value of S² = 6.023
HOMO-LUMO gap (spin up / spin down) = 8.03 / 7.20 eV
energy above the lowest of the compared OMol25 structures with the same formula, charge and spin = 0.0 kcal per mole
HOMO (spin up / spin down) = -10.29 / -10.37 eV
electronic energy = -6153.78404 Eh
LUMO level (spin up / spin down) = -2.260 / -3.171 eV

The geometry in XYZ format:
```
75
C27H38ClFeN4OP2Se | the Open Molecules 2025 dataset | ωB97M-V/def2-TZVPD
Fe 2.70 -0.91 -1.18
C -0.30 -1.77 -2.81
P 0.65 -0.25 -2.41
C -0.62 0.88 -1.72
C 1.11 0.60 -3.97
C 0.15 0.94 -4.90
C 0.48 1.55 -6.11
C 1.83 1.78 -6.39
C 2.83 1.36 -5.51
C 2.46 0.77 -4.27
P 3.78 0.31 -3.09
C 4.46 1.94 -2.70
C 5.12 -0.48 -4.05
H -0.93 -1.66 -3.72
H -1.01 -1.92 -2.00
H 0.37 -2.59 -2.92
H -1.53 0.87 -2.30
H -0.17 1.88 -1.78
H -0.88 0.66 -0.70
H -0.91 0.80 -4.74
H -0.18 1.86 -6.89
H 2.11 2.32 -7.30
H 3.84 1.53 -5.72
H 4.81 2.40 -3.65
H 5.26 1.93 -1.99
H 3.70 2.55 -2.22
H 5.46 0.03 -4.95
H 4.91 -1.52 -4.29
H 5.94 -0.53 -3.37
C -1.09 0.28 5.90
C -1.02 0.86 4.49
C -2.17 1.85 4.33
C 0.30 1.59 4.32
C -1.13 -0.27 3.44
O -1.05 0.32 2.12
C -2.49 -1.04 3.57
C -3.12 -1.72 2.39
C -3.55 -0.94 1.20
C -4.04 0.34 1.29
C -4.51 1.06 0.20
C -4.42 0.51 -1.06
Cl -5.09 1.26 -2.47
C -3.97 -0.81 -1.19
C -3.56 -1.50 -0.08
C 0.05 -1.27 3.51
N 1.13 -0.97 2.61
C 1.08 -0.75 1.30
N 2.30 -0.50 0.83
C 3.09 -0.56 1.97
N 2.42 -0.85 3.06
H -1.12 1.08 6.66
H -0.23 -0.33 6.15
H -1.95 -0.37 6.03
H -2.04 2.75 4.97
H -3.12 1.45 4.63
H -2.20 2.21 3.26
H 0.36 2.33 5.13
H 0.39 2.17 3.41
H 1.16 0.93 4.31
H -1.95 0.49 1.81
H -3.21 -0.31 3.97
H -2.35 -1.78 4.39
H -3.94 -2.35 2.75
H -2.41 -2.49 2.02
H -4.14 0.78 2.25
H -4.90 2.05 0.31
H -4.10 -1.26 -2.12
H -3.18 -2.51 -0.26
H -0.38 -2.26 3.28
H 0.50 -1.30 4.52
H 0.17 -0.85 0.69
H 4.19 -0.42 1.93
Se 3.62 -5.56 -1.38
C 3.24 -3.90 -1.39
N 2.98 -2.76 -1.37
```



The following is a DFT calculation (ωB97M-V/def2-TZVPD) of a molecular structure, C27H38ClFeN4OP2Se in a non-equilibrium geometry.

2S+1 = 5
total charge = +1
expectation value of S² = 6.018
HOMO-LUMO gap (spin up / spin down) = 7.74 / 6.89 eV
energy above the lowest of the compared OMol25 structures with the same formula, charge and spin = 30.3 kcal per mole
HOMO (spin up / spin down) = -10.14 / -10.16 eV
electronic energy = -6153.73571 Eh
LUMO level (spin up / spin down) = -2.392 / -3.267 eV

The geometry in XYZ format:
```
75
C27H38ClFeN4OP2Se | the Open Molecules 2025 dataset | ωB97M-V/def2-TZVPD
Fe -0.40 -2.73 -1.79
C 3.12 -3.86 -0.93
P 1.33 -4.05 -0.63
C 0.95 -5.82 -0.86
C 1.14 -3.69 1.19
C 2.03 -4.20 2.13
C 1.78 -4.06 3.49
C 0.62 -3.45 3.94
C -0.29 -2.96 3.04
C -0.08 -3.08 1.69
P -1.30 -2.35 0.43
C -2.02 -0.80 1.14
C -2.73 -3.50 0.45
H 3.57 -4.87 -0.74
H 3.38 -3.09 -0.24
H 3.37 -3.59 -1.98
H 1.65 -6.49 -0.44
H 0.71 -5.94 -1.93
H -0.03 -6.07 -0.33
H 2.89 -4.75 1.78
H 2.51 -4.58 4.08
H 0.33 -3.44 4.99
H -1.13 -2.40 3.30
H -1.34 0.06 1.21
H -2.37 -0.91 2.16
H -2.88 -0.57 0.55
H -3.19 -3.49 1.48
H -2.44 -4.48 0.05
H -3.46 -3.17 -0.16
C -0.52 5.46 -2.50
C -1.01 4.24 -1.69
C -1.88 4.63 -0.56
C -1.87 3.31 -2.59
C 0.12 3.32 -1.13
O -0.39 2.25 -0.49
C 1.04 4.08 -0.26
C 1.89 3.41 0.82
C 1.16 2.65 1.94
C 0.20 3.28 2.68
C -0.47 2.60 3.67
C -0.21 1.23 3.82
Cl -1.29 0.34 4.80
C 0.74 0.59 3.05
C 1.43 1.33 2.11
C 1.05 2.69 -2.26
N 0.58 1.28 -2.62
C 0.50 0.20 -1.84
N 0.17 -0.85 -2.59
C 0.14 -0.34 -3.85
N 0.34 0.94 -3.91
H -1.49 6.04 -2.72
H 0.07 5.14 -3.37
H 0.05 6.16 -1.87
H -2.83 5.01 -0.93
H -1.48 5.37 0.18
H -2.09 3.81 0.16
H -2.64 3.97 -3.08
H -2.40 2.54 -1.99
H -1.33 2.86 -3.40
H -0.79 2.48 0.35
H 0.51 4.90 0.14
H 1.74 4.61 -0.91
H 2.64 4.02 1.28
H 2.50 2.70 0.32
H 0.07 4.35 2.53
H -1.12 3.06 4.35
H 0.98 -0.44 3.13
H 2.15 0.86 1.45
H 2.04 2.56 -1.84
H 1.08 3.29 -3.15
H 0.73 0.04 -0.83
H -0.03 -1.05 -4.72
Se -2.50 -6.91 -3.32
C -1.86 -5.36 -2.91
N -1.44 -4.34 -2.54
```



The following is a DFT calculation (ωB97M-V/def2-TZVPD) of a molecular structure, C27H38F3IN6NbO in a non-equilibrium geometry.

total charge = -1
HOMO-LUMO gap = 7.62 eV
HOMO = -5.81 eV
electronic energy = -2109.56140 Eh
LUMO level = 1.805 eV

The geometry in XYZ format:
```
77
C27H38F3IN6NbO | the Open Molecules 2025 dataset | ωB97M-V/def2-TZVPD
O -2.01 -2.09 2.07
C -2.24 -1.00 1.13
C -1.37 0.22 1.40
Nb 0.73 0.16 0.62
I 0.86 -2.53 -0.15
C -3.75 -0.73 1.16
F -4.08 0.20 0.21
F -4.49 -1.81 0.92
F -4.18 -0.21 2.33
H -1.24 -2.59 1.72
H -2.05 -1.40 0.09
H -1.26 0.32 2.53
H -1.86 1.17 1.05
H 1.77 -0.17 2.11
H 2.40 0.50 -0.12
H 0.36 0.86 -1.04
H 0.89 1.81 1.24
N -6.37 -5.48 -0.46
C -6.09 -6.79 -0.70
C -4.74 -6.91 -0.85
C -4.18 -5.61 -0.67
C -5.22 -4.75 -0.44
H -7.29 -5.10 -0.31
H -6.88 -7.53 -0.76
H -4.20 -7.82 -1.05
H -3.14 -5.34 -0.72
H -5.22 -3.69 -0.25
N 3.17 -0.26 -2.73
C 4.28 0.52 -2.73
C 4.63 0.75 -4.04
C 3.68 0.09 -4.86
C 2.79 -0.52 -4.01
H 2.68 -0.57 -1.89
H 4.72 0.85 -1.80
H 5.47 1.34 -4.37
H 3.65 0.06 -5.93
H 1.90 -1.10 -4.22
N 3.19 -3.96 -3.82
C 3.53 -5.07 -3.09
C 4.05 -6.00 -3.95
C 4.04 -5.42 -5.26
C 3.50 -4.16 -5.14
H 2.81 -3.11 -3.45
H 3.36 -5.10 -2.03
H 4.41 -6.98 -3.68
H 4.38 -5.88 -6.17
H 3.33 -3.39 -5.87
N 4.67 1.15 3.19
C 4.34 1.49 4.47
C 4.27 2.86 4.53
C 4.56 3.36 3.23
C 4.80 2.27 2.43
H 4.76 0.21 2.84
H 4.17 0.74 5.22
H 4.05 3.44 5.42
H 4.59 4.39 2.92
H 5.03 2.21 1.38
N 1.19 4.11 3.67
C 1.13 4.94 2.59
C -0.19 5.25 2.38
C -0.95 4.56 3.37
C -0.06 3.87 4.15
H 2.05 3.69 4.02
H 2.02 5.23 2.06
H -0.57 5.88 1.59
H -2.02 4.57 3.49
H -0.22 3.22 4.99
N -5.67 4.21 -0.03
C -5.39 5.52 -0.29
C -4.04 5.70 -0.14
C -3.48 4.45 0.23
C -4.51 3.55 0.29
H -6.58 3.79 -0.06
H -6.17 6.21 -0.57
H -3.51 6.63 -0.28
H -2.45 4.22 0.41
H -4.52 2.49 0.52
```